No. 1
# C15H25N4O6

3 unconnected molecules or ions with the total composition C15H25N4O6 at a distorted geometry (wB97M-V/def2-TZVPD, the Open Molecules 2025 dataset).

LUMO energy in eV: -3.9
F_max in eV/A: 1.658
M in g/mol: 357.4
Charge: +1
E_HOMO in eV: -13.0

Atoms and positions in Å:
1 N -2.296 0.813 -1.360
2 C -1.192 0.106 -1.289
3 N -0.274 0.241 -2.269
4 C 0.919 -0.622 -2.053
5 C 1.450 -0.445 -0.627
6 C 0.327 -0.529 0.436
7 C 0.394 0.655 1.389
8 C 0.347 0.412 2.741
9 C 0.444 1.482 3.604
10 N 0.585 2.744 3.252
11 C 0.593 2.949 1.942
12 C 0.512 1.982 0.971
13 N -1.032 -0.715 -0.158
14 H -2.858 0.913 -0.526
15 H -2.586 1.205 -2.246
16 H 0.016 1.207 -2.395
17 H 0.644 -1.657 -2.267
18 H 1.692 -0.292 -2.747
19 H 2.030 0.475 -0.530
20 H 2.165 -1.256 -0.447
21 H 0.532 -1.419 1.034
22 H 0.238 -0.595 3.130
23 H 0.427 1.268 4.672
24 H 0.702 3.981 1.608
25 H 0.530 2.234 -0.085
26 H -1.037 -1.675 -0.513
27 C -4.249 -1.238 -0.381
28 O -5.277 -2.191 -0.591
29 C -6.505 -1.650 -0.648
30 O -6.749 -0.477 -0.541
31 O -7.378 -2.624 -0.844
32 C -8.742 -2.191 -0.927
33 H -3.311 -1.778 -0.349
34 H -4.227 -0.526 -1.199
35 H -4.389 -0.725 0.573
36 H -8.878 -1.514 -1.768
37 H -9.050 -1.714 0.001
38 H -9.347 -3.079 -1.086
39 C 7.537 -1.261 -0.533
40 O 6.252 -0.630 -0.467
41 C 6.245 0.519 0.209
42 O 7.187 1.037 0.739
43 O 4.994 0.999 0.194
44 C 4.817 2.234 0.882
45 H 7.412 -2.177 -1.103
46 H 8.252 -0.620 -1.045
47 H 7.894 -1.510 0.464
48 H 5.415 3.023 0.428
49 H 5.060 2.138 1.939
50 H 3.764 2.494 0.789

No. 2
# C21H35FP2Re

A molecular structure, C21H35FP2Re at a distorted geometry (wB97M-V/def2-TZVPD, the Open Molecules 2025 dataset).

LUMO energy (alpha / beta) in eV: -7.0 / -9.4
F_max in eV/A: 4.038
Multiplicity: 4
M in g/mol: 554.7
Charge: +2
E_HOMO (alpha / beta) in eV: -14.4 / -14.4
Energy above the lowest of the compared OMol25 structures with the same formula, charge and spin in eV: 0.000

Atoms and positions in Å:
1 P -1.014 0.847 -3.341
2 P -2.187 -1.578 -1.799
3 C -2.000 -0.414 -4.360
4 C -2.971 -1.176 -3.485
5 H -1.283 -1.083 -4.876
6 H -2.573 0.173 -5.097
7 H -3.909 -0.611 -3.308
8 H -3.194 -2.145 -3.963
9 C -1.640 -3.232 -2.422
10 H -1.355 -3.856 -1.568
11 H -0.795 -3.129 -3.115
12 H -2.492 -3.685 -2.944
13 C -3.828 -2.123 -1.183
14 H -4.240 -2.836 -1.908
15 H -4.491 -1.251 -1.100
16 H -3.698 -2.595 -0.204
17 C 0.084 1.165 -4.772
18 H 0.716 2.030 -4.549
19 H -0.554 1.361 -5.642
20 H 0.706 0.278 -4.958
21 C -2.253 2.157 -3.728
22 H -3.188 1.984 -3.180
23 H -2.445 2.109 -4.807
24 H -1.837 3.136 -3.471
25 Re 1.606 0.955 1.911
26 C -0.246 -0.091 1.854
27 C 0.815 -0.929 1.366
28 C 1.102 -1.157 -0.096
29 C 2.017 -0.111 -0.779
30 C 2.103 1.216 -0.079
31 C 0.952 2.039 0.287
32 C -0.471 1.659 -0.036
33 C -1.161 0.741 1.003
34 C 2.883 2.448 2.612
35 H -0.664 -0.351 2.836
36 H 1.161 -1.729 2.025
37 H 0.178 -1.277 -0.671
38 H 1.634 -2.113 -0.168
39 H 3.035 -0.513 -0.793
40 H 1.705 -0.016 -1.826
41 H 3.043 1.748 -0.275
42 H 1.131 3.123 0.326
43 H -0.557 1.223 -1.040
44 H -1.053 2.589 -0.060
45 H -1.728 1.382 1.683
46 H -1.902 0.137 0.465
47 H 2.543 2.743 3.621
48 H 2.861 3.294 1.908
49 H 3.901 2.017 2.691
50 F 2.773 -1.262 7.854
51 C 2.521 -0.806 6.587
52 C 1.433 0.046 6.384
53 C 1.193 0.522 5.080
54 C 2.014 0.122 4.031
55 C 3.111 -0.703 4.255
56 C 3.367 -1.194 5.550
57 H 0.794 0.327 7.209
58 H 0.373 1.211 4.894
59 H 3.774 -0.955 3.430
60 H 4.200 -1.859 5.743

No. 3
# C22H40NO5PS2

3 unconnected molecules or ions with the total composition C22H40NO5PS2 at a distorted geometry (wB97M-V/def2-TZVPD, the Open Molecules 2025 dataset).

SMILES: CCN(CC)C(=S)SCCCC1=CC(=O)C=C([PH2]=O)C1=O.CCOCC.CCOCC
LUMO energy in eV: -1.7
F_max in eV/A: 1.651
M in g/mol: 493.7
E_HOMO in eV: -8.8
Energy above the lowest of the compared OMol25 structures with the same formula, charge and spin in eV: 0.000

Atoms and positions in Å:
1 C 6.355 1.653 -1.768
2 C 5.214 1.992 -0.801
3 N 4.709 3.329 -1.149
4 C 5.495 4.416 -0.541
5 C 5.296 4.630 0.953
6 C 3.338 3.499 -0.945
7 S 2.461 2.709 0.181
8 S 2.684 4.713 -2.048
9 C 0.923 4.344 -2.206
10 C 0.037 4.785 -1.049
11 C -1.437 4.417 -1.220
12 C -1.786 3.004 -0.874
13 C -0.961 1.958 -0.837
14 C -1.433 0.588 -0.528
15 O -0.823 -0.393 -0.934
16 C -2.690 0.487 0.261
17 C -3.519 1.526 0.244
18 P -5.057 1.335 1.208
19 O -5.702 0.041 0.887
20 C -3.218 2.756 -0.540
21 O -4.114 3.509 -0.881
22 H 6.774 0.686 -1.515
23 H 7.104 2.431 -1.805
24 H 5.914 1.556 -2.754
25 H 4.462 1.232 -0.922
26 H 5.634 2.000 0.201
27 H 6.547 4.296 -0.763
28 H 5.190 5.334 -1.035
29 H 6.023 5.340 1.332
30 H 4.326 5.071 1.144
31 H 5.375 3.725 1.544
32 H 0.610 4.914 -3.075
33 H 0.804 3.307 -2.488
34 H 0.375 4.446 -0.081
35 H 0.088 5.870 -1.023
36 H -1.779 4.664 -2.223
37 H -2.008 5.041 -0.539
38 H 0.092 2.055 -1.035
39 H -2.889 -0.419 0.808
40 H -4.687 1.352 2.568
41 H -5.906 2.413 0.909
42 C -2.295 -3.101 -1.735
43 C -1.016 -3.900 -1.579
44 O -1.163 -5.064 -0.785
45 C -2.088 -6.030 -1.246
46 C -1.762 -6.594 -2.618
47 H -2.686 -2.817 -0.756
48 H -2.105 -2.196 -2.309
49 H -3.076 -3.665 -2.248
50 H -0.273 -3.288 -1.067
51 H -0.592 -4.151 -2.558
52 H -3.106 -5.624 -1.227
53 H -2.060 -6.834 -0.510
54 H -1.786 -5.827 -3.393
55 H -2.487 -7.363 -2.888
56 H -0.766 -7.038 -2.620
57 C -1.834 -1.338 3.455
58 C -0.565 -2.151 3.650
59 O -0.731 -3.296 4.462
60 C -1.659 -4.263 4.001
61 C -1.323 -4.840 2.637
62 H -2.240 -1.026 4.418
63 H -1.619 -0.448 2.860
64 H -2.610 -1.907 2.938
65 H 0.178 -1.538 4.161
66 H -0.131 -2.426 2.682
67 H -2.675 -3.850 4.005
68 H -1.646 -5.058 4.747
69 H -1.333 -4.083 1.854
70 H -2.048 -5.607 2.362
71 H -0.329 -5.289 2.646

No. 4
# C27H61BrN7O9

6 unconnected molecules or ions with the total composition C27H61BrN7O9 at a distorted geometry (wB97M-V/def2-TZVPD, the Open Molecules 2025 dataset).

LUMO energy in eV: -4.7
F_max in eV/A: 1.002
M in g/mol: 707.7
Charge: +1
E_HOMO in eV: -9.9

Atoms and positions in Å:
1 O 9.142 0.297 7.209
2 N 8.414 1.189 7.186
3 O 7.714 1.282 5.899
4 C 6.930 0.181 5.595
5 O 5.540 0.556 5.499
6 C 4.916 0.622 6.659
7 O 5.410 0.785 7.727
8 C 3.425 0.497 6.599
9 C 2.632 1.630 6.548
10 C 1.264 1.467 6.552
11 N 0.721 0.245 6.599
12 C 1.470 -0.865 6.640
13 C 2.844 -0.768 6.645
14 Br 3.920 -2.299 6.704
15 H 7.205 -0.187 4.615
16 H 7.017 -0.627 6.319
17 H 3.063 2.616 6.523
18 H 0.592 2.307 6.530
19 H -0.290 0.150 6.591
20 H 0.983 -1.825 6.692
21 C -2.807 -0.508 1.374
22 C -1.513 -0.967 2.036
23 C -1.629 -1.165 3.553
24 O -1.640 0.039 4.314
25 C -2.905 0.688 4.389
26 N -0.445 -0.026 1.678
27 H -3.008 0.550 1.544
28 H -2.749 -0.649 0.295
29 H -3.662 -1.081 1.738
30 H -1.257 -1.941 1.611
31 H -0.741 -1.712 3.889
32 H -2.498 -1.782 3.809
33 H -3.725 -0.032 4.411
34 H -3.041 1.379 3.557
35 H -2.928 1.270 5.311
36 H 0.441 -0.385 2.030
37 H -0.590 0.830 2.209
38 C -4.430 3.582 -3.636
39 C -4.733 3.234 -2.181
40 C -3.768 2.204 -1.577
41 O -4.000 0.869 -1.987
42 C -3.437 0.528 -3.244
43 N -6.131 2.805 -2.081
44 H -4.755 2.801 -4.322
45 H -4.955 4.493 -3.922
46 H -3.361 3.749 -3.786
47 H -4.621 4.153 -1.597
48 H -3.912 2.203 -0.492
49 H -2.721 2.484 -1.755
50 H -2.485 1.040 -3.410
51 H -4.125 0.751 -4.061
52 H -3.258 -0.547 -3.243
53 H -6.374 2.676 -1.103
54 H -6.194 1.870 -2.475
55 C 3.127 0.482 -2.554
56 C 2.854 0.162 -1.088
57 C 3.853 -0.835 -0.479
58 O 3.648 -2.183 -0.845
59 C 4.189 -2.559 -2.102
60 N 1.467 -0.290 -0.952
61 H 2.808 -0.323 -3.215
62 H 2.579 1.376 -2.850
63 H 4.189 0.667 -2.729
64 H 2.958 1.096 -0.526
65 H 3.728 -0.812 0.610
66 H 4.889 -0.534 -0.686
67 H 5.124 -2.032 -2.316
68 H 3.470 -2.381 -2.904
69 H 4.391 -3.629 -2.068
70 H 1.235 -0.399 0.027
71 H 1.416 -1.235 -1.327
72 C -9.883 6.062 -5.378
73 C -9.415 4.770 -4.714
74 C -7.890 4.649 -4.592
75 O -7.224 4.316 -5.799
76 C -6.977 5.399 -6.674
77 N -10.004 3.633 -5.427
78 H -9.748 6.038 -6.459
79 H -10.946 6.217 -5.192
80 H -9.344 6.926 -4.984
81 H -9.812 4.767 -3.694
82 H -7.668 3.833 -3.904
83 H -7.453 5.557 -4.153
84 H -6.762 6.320 -6.124
85 H -7.817 5.564 -7.353
86 H -6.106 5.143 -7.278
87 H -9.786 2.777 -4.925
88 H -9.508 3.534 -6.309
89 C 5.583 -5.749 -0.103
90 C 5.750 -7.078 -0.833
91 C 7.097 -7.767 -0.572
92 O 8.193 -7.204 -1.264
93 C 8.773 -6.064 -0.659
94 N 5.508 -6.858 -2.262
95 H 6.144 -4.946 -0.580
96 H 4.534 -5.452 -0.104
97 H 5.909 -5.823 0.937
98 H 4.973 -7.753 -0.461
99 H 7.024 -8.795 -0.935
100 H 7.312 -7.825 0.504
101 H 8.744 -6.129 0.433
102 H 8.280 -5.145 -0.986
103 H 9.814 -6.017 -0.977
104 H 5.506 -7.753 -2.743
105 H 6.321 -6.378 -2.640

No. 5
# C3H36N2O16

15 unconnected molecules or ions with the total composition C3H36N2O16 at a distorted geometry (wB97M-V/def2-TZVPD, the Open Molecules 2025 dataset).

LUMO energy (alpha / beta) in eV: -3.4 / -9.5
F_max in eV/A: 6.215
Multiplicity: 2
M in g/mol: 356.3
Charge: +1
E_HOMO (alpha / beta) in eV: -13.5 / -13.5

Atoms and positions in Å:
1 C 1.180 0.988 -1.042
2 C 1.904 -0.331 -1.198
3 O 1.909 -0.820 -2.543
4 N -0.244 0.597 -1.056
5 C -1.144 1.670 -1.164
6 N -2.416 1.427 -0.558
7 O -1.072 2.662 -1.822
8 H 1.414 1.591 -0.090
9 H 1.392 1.675 -1.915
10 H 2.949 -0.204 -0.720
11 H 1.502 -1.207 -0.720
12 H 2.752 -0.470 -3.077
13 H -0.468 -0.255 -0.529
14 H -2.714 0.599 0.085
15 H -3.216 1.865 -1.121
16 H -0.557 -1.174 3.680
17 H 0.345 -0.109 4.279
18 O 0.152 -1.090 4.402
19 H -0.002 -1.354 -3.965
20 H -0.632 -0.275 -3.088
21 O -0.850 -1.055 -3.819
22 H 2.499 -2.418 4.266
23 H 1.740 -1.501 3.470
24 O 2.614 -1.978 3.447
25 H 3.615 1.269 2.169
26 H 2.671 2.168 1.137
27 O 3.506 2.131 1.654
28 H -2.290 -1.873 -3.496
29 H -2.857 -3.323 -3.617
30 O -2.831 -2.532 -3.131
31 H -0.938 4.018 -0.629
32 H 0.387 4.815 -0.810
33 O -0.306 4.603 -0.259
34 H -1.172 -3.354 2.301
35 H -1.754 -3.485 3.919
36 O -1.784 -3.017 2.978
37 H -0.798 1.620 3.569
38 H 0.167 1.667 2.435
39 O -0.083 1.167 3.162
40 H -1.573 -2.582 -0.905
41 H -0.043 -2.696 -1.011
42 O -0.782 -2.116 -0.685
43 H 1.559 3.629 2.142
44 H 0.297 3.550 1.162
45 O 1.036 3.062 1.568
46 H -4.491 0.777 -2.914
47 H -3.470 1.911 -3.269
48 O -4.338 1.693 -2.893
49 H 2.034 -2.817 2.081
50 H 0.891 -1.869 1.635
51 O 1.274 -2.736 1.521
52 H 0.490 3.568 -3.663
53 H 1.132 2.971 -2.420
54 O 1.273 3.603 -3.115
55 H 0.466 -5.232 1.963
56 H -0.059 -4.265 0.942
57 O -0.263 -5.162 1.275